1.
# C26H44F18N3O30S11Zr

A structure of composition C26H44F18N3O30S11Zr at a distorted geometry (the ωB97M-V functional and the def2-TZVPD basis, the Open Molecules 2025 dataset).

## Properties
E	-262938.9007	eV
lowest unoccupied orbital energy	-4.56	eV
HOMO energy	-12.19	eV
max |F|	6.2	eV/Å
net charge	+1

Geometry as XYZ:
```
133
Properties=species:S:1:pos:R:3:lowdin_charge:R:1
Zr 0.7463 -0.1472 -2.2483 1.9463
S 2.1759 7.5344 -1.5641 0.7025
S -1.6347 -3.7860 1.9705 0.7347
S 6.0135 1.3560 0.9686 0.7215
S -2.0639 1.3080 -3.3733 0.7247
S 2.6302 -3.1373 -2.3540 0.6645
S -4.7822 0.5633 6.1406 0.6663
S 0.2646 2.6504 -0.1728 0.7452
S -0.1845 1.8640 -5.0689 0.6589
S 2.9629 -1.7940 -0.1532 0.7063
S -0.3632 0.2565 1.0233 0.6800
S -6.4912 -1.5832 1.8595 0.7042
F 0.2099 4.3541 -4.1745 0.1827
F 1.3226 3.8525 -5.9363 0.1820
F 1.9741 -2.7500 2.1528 0.1815
F -2.7786 1.3077 0.2345 0.1241
F 2.3720 2.0255 1.2899 0.1440
F -4.0316 3.0042 -3.1738 0.1960
F 5.0224 -3.7836 -3.5687 0.1831
F 3.9955 -2.1490 -4.4879 0.1272
F -2.6861 -0.8098 0.3449 0.1319
F 5.0083 -1.8313 -2.6491 0.1316
F -2.5145 3.4389 -1.7372 0.1761
F 3.1571 -4.1547 1.0903 0.1621
F -2.2444 4.0180 -3.7797 0.1767
F 1.8463 4.1024 1.4960 0.2097
F 1.8868 3.0802 -3.9670 0.1134
F -2.8530 0.3189 2.1700 0.1730
F 1.1504 -3.7102 0.3846 0.1390
F 2.8702 3.3980 -0.2670 0.1571
O 2.0682 -0.2206 -4.0110 -0.2187
O -1.7057 -3.2576 0.6196 -0.3516
O -1.2933 2.4554 -5.7762 -0.2332
O -6.8892 -1.9201 3.2263 -0.3276
O -2.7995 0.7249 -4.4561 -0.2322
O -0.0136 0.9608 2.2219 -0.2202
O -0.5876 -1.9160 -1.3101 -0.2231
O -0.3371 -1.4836 -3.8419 -0.1845
O 2.6329 -0.5794 0.5291 -0.3148
O 4.3702 -2.0713 -0.2281 -0.2484
O 1.7254 -3.4824 -3.4396 -0.2793
O -5.6203 -2.5397 1.2000 -0.3487
O -4.4090 -0.8500 6.8503 -0.1852
O -2.1075 0.4784 -2.1867 -0.3395
O 0.5941 0.9289 -5.8756 -0.2763
O -1.1373 -2.9845 3.0628 -0.2999
O -6.1062 0.4749 5.5760 -0.2280
O 6.5832 2.5602 1.5723 -0.3065
O 2.8987 -4.2628 -1.5298 -0.2240
O -3.5937 0.3371 5.0489 -0.2074
O 2.6935 1.2321 -1.8781 -0.1590
O 1.3237 6.3824 -1.7730 -0.2488
O 5.0215 1.4510 -0.0895 -0.3509
O -4.4436 1.6581 6.9889 -0.2071
O -0.7879 3.1808 0.6419 -0.2291
O 3.7934 7.1309 -1.6624 -0.2119
O 1.8271 8.7738 -2.1809 -0.2132
O -0.0102 -1.1365 0.9619 -0.3225
O 0.3125 3.1282 -1.5261 -0.3152
O 2.2820 7.7771 0.0667 -0.2054
N -0.3251 1.2171 -3.5616 -0.4216
N 0.1727 0.8410 -0.4666 -0.4041
N 2.0508 -1.7075 -1.6773 -0.4102
C -1.2306 -2.5995 -3.5484 -0.1303
C 4.2817 -2.7131 -3.3108 -0.6156
C 7.4799 -0.4777 2.0985 -0.1975
C -0.9021 -5.4178 1.8193 -0.2245
C -3.3067 -5.9164 2.3447 -0.1774
C 6.4704 0.0107 3.1190 -0.2363
C -7.9735 -1.3960 0.8531 -0.2081
C -2.2961 0.3003 0.9699 -0.6048
C 3.5693 7.3602 0.5446 -0.1643
C 3.7534 1.2012 -2.8869 -0.1476
C 5.2319 0.5748 2.4428 -0.1926
C -1.8341 -6.3785 2.5381 -0.2056
C -3.9942 -1.8182 5.8919 -0.1602
C -1.5898 -2.6032 -2.0608 -0.1623
C 1.9695 3.1054 0.6565 -0.6433
C 7.2385 0.0815 0.6667 -0.1886
C -7.5969 -0.1070 0.0904 -0.2407
C -5.8900 0.1965 1.7493 -0.1636
C 3.2494 0.6026 -4.1910 -0.1534
C 0.8660 3.4049 -4.7778 -0.6680
C 4.5181 7.6910 -0.6006 -0.1816
C -7.1362 0.8797 1.1410 -0.2107
C -2.7383 3.0880 -2.9898 -0.6443
C 2.2371 -3.2119 0.9448 -0.6525
C -3.2984 -4.3867 2.4830 -0.1895
C -3.5882 -1.0330 4.6251 -0.1748
H 6.2905 -0.7974 3.8324 0.1195
H -0.7280 -3.4739 -3.9658 0.1217
H 2.9835 1.4092 -4.8787 0.1110
H -0.8237 -2.1704 -0.3882 0.0329
H -8.2763 -2.3211 0.3706 0.1099
H -7.9451 1.2009 1.7976 0.1254
H -3.3059 -2.5587 6.2914 0.1310
H -4.2994 -1.1379 3.8101 0.0883
H -8.4518 0.2123 -0.5044 0.1215
H 7.6006 -1.5573 2.1042 0.1175
H -6.9428 1.7839 0.5578 0.1185
H 3.9824 0.1035 -4.8204 0.1378
H 4.4008 -0.1062 2.2741 0.0877
H 3.7833 8.0525 1.3591 0.1373
H -1.6582 -3.6029 -1.6326 0.1334
H 0.1432 -5.3811 2.1199 0.1046
H -1.6628 -7.4398 2.3613 0.1197
H 3.2516 1.6755 -1.2079 0.0659
H -3.9533 -3.7601 1.8759 0.0634
H 6.7359 -0.7066 0.1071 0.0896
H -2.5370 -2.0738 -1.9488 0.1241
H 4.8527 1.4598 2.9521 0.1015
H -1.5771 -6.3379 3.6030 0.1182
H 8.0878 0.5233 0.1539 0.1101
H -2.1607 -2.5600 -4.1203 0.1409
H -3.4790 -4.1600 3.5342 0.1032
H 1.9166 -0.5263 -4.9196 0.1214
H 4.3209 2.0866 -3.1798 0.1532
H -3.6190 -6.0752 1.3088 0.1158
H 5.4843 7.1900 -0.5820 0.1409
H -4.8386 -2.4342 5.5649 0.1216
H 6.8482 0.7601 3.8154 0.1168
H -5.4802 0.4415 2.7281 0.0809
H -0.5712 -1.4400 -4.7820 0.1302
H 8.4045 -0.0150 2.4496 0.1167
H 4.6407 8.7703 -0.7234 0.1382
H -8.7966 -1.1312 1.5186 0.1075
H -5.0428 0.3590 1.0893 0.0736
H -6.7455 -0.2552 -0.5783 0.1158
H -2.5594 -1.3071 4.4010 0.1152
H 4.5482 0.5846 -2.4634 0.1087
H -4.0171 -6.4347 2.9816 0.1195
H -0.9481 -5.6750 0.7597 0.1095
H 3.4896 6.3101 0.8158 0.1197
```



2.
# C15H17NO2S

The molecule C15H17NO2S (the ωB97M-V functional and the def2-TZVPD basis, the Open Molecules 2025 dataset).

## Properties
energy relative to the best compared isomer or geometry (same formula, charge and spin)	2.65	kcal per mole
E	-32251.4474	eV
lowest unoccupied orbital energy	0.74	eV
HOMO energy	-8.15	eV
max |F|	0.7	eV/Å
net charge	0

Geometry as XYZ:
```
36
Properties=species:S:1:pos:R:3:lowdin_charge:R:1
S 0.7965 -2.3411 0.2677 1.0629
O 2.4352 -0.3378 -2.3862 -0.1017
O -3.0115 -1.1734 0.2439 0.0638
N -2.1210 0.4136 1.5817 0.0704
C 2.3033 -1.6255 0.6832 -0.4097
C 0.0345 -1.6414 1.6567 -0.5295
C -1.4143 -1.8661 1.9175 -0.1103
C -0.9215 0.8654 -1.4633 -0.0303
C 0.7448 1.9021 -0.1112 -0.0363
C 2.2181 -0.8845 1.8142 -0.1910
C -1.6638 2.4836 0.3218 -0.1322
C 1.7294 1.2138 -0.7867 -0.0175
C -2.2647 -0.8539 1.1407 -0.5049
C -2.7230 1.5375 0.9024 -0.1715
C 0.9189 -0.8917 2.3705 -0.1456
C 0.0548 0.1546 -2.1385 -0.0264
C 1.3931 0.3201 -1.8025 -0.3135
C -0.5968 1.7403 -0.4373 -0.2433
C 2.1470 -1.3159 -3.3558 -0.0894
H 3.1543 -1.7887 0.0533 0.0686
H -2.1660 3.1973 -0.3361 0.1191
H 1.0258 2.5796 0.6831 0.1125
H -1.3994 0.6152 2.2562 0.1351
H 3.1090 -1.7364 -3.6458 0.0936
H 0.6649 -0.3789 3.2828 0.1097
H 1.5122 -2.1086 -2.9465 0.0860
H 2.7707 1.3404 -0.5360 0.1207
H -1.7115 -2.8628 1.5897 0.1176
H -1.1980 3.0484 1.1329 0.1086
H -3.3457 1.1144 0.1120 0.1141
H 1.6647 -0.8804 -4.2368 0.0959
H -1.6231 -1.7601 2.9844 0.1265
H -3.3665 2.0860 1.5996 0.1190
H -0.2440 -0.5286 -2.9171 0.1074
H 3.0477 -0.3538 2.2454 0.1031
H -1.9539 0.7171 -1.7401 0.1183
```



3.
# CHCl2NS

A structure of composition CHCl2NS at a distorted geometry (the ωB97M-V functional and the def2-TZVPD basis, the Open Molecules 2025 dataset).

## Properties
energy relative to the best compared isomer or geometry (same formula, charge and spin)	60.57	kcal per mole
E	-38420.1434	eV
lowest unoccupied orbital energy	-0.87	eV
HOMO energy	-8.09	eV
max |F|	3.2	eV/Å
net charge	0

Geometry as XYZ:
```
6
Properties=species:S:1:pos:R:3:lowdin_charge:R:1
Cl 1.7130 0.9194 0.3223 0.0218
Cl -0.1350 -2.6223 -1.9436 0.8055
S 2.6159 -0.4330 -0.9069 -0.1042
N -0.6010 -0.5833 -0.1147 0.0652
C -0.2180 -1.3140 -0.9842 -0.7685
H 0.0173 0.3579 0.2810 -0.0198
```



Number 1: orbital gap 7.627 eV. Number 2: orbital gap 8.888 eV. Number 3: orbital gap 7.227 eV.